C27H48F9N2O19P | the ωB97M-V functional and the def2-TZVPD basis

Geometry as XYZ:
```
106
C27H48F9N2O19P | the OMol25 dataset | the ωB97M-V functional and the def2-TZVPD basis
N -1.47342 1.98095 1.74565
C -0.15947 2.00369 1.10182
C 0.90865 2.78100 1.95228
C 0.31916 3.95487 2.77329
O 0.47039 3.77914 4.18570
C 1.82365 3.79116 4.56379
C 2.00104 4.36524 5.97719
F 1.80232 3.38017 6.86454
F 1.05600 5.27057 6.22949
C 3.38042 5.04192 6.18853
F 3.34413 5.61133 7.38825
F 3.51724 5.94801 5.23253
C 4.58378 4.08510 6.15038
F 4.75469 3.56585 4.94043
F 4.47690 3.07942 7.00132
C 5.89174 4.90887 6.52493
F 6.60946 4.23778 7.40824
F 6.62703 5.01758 5.39950
C -0.20115 2.60138 -0.32862
O 0.20848 1.71238 -1.36155
C 1.53979 1.28472 -1.24864
C 2.40840 1.70106 -2.48750
C 3.34251 2.82208 -2.04962
O 4.43862 2.91109 -2.33842
F 2.82480 3.76427 -1.20828
P 1.50716 -0.62998 -1.30588
N -0.03169 -1.02320 -0.63708
O 2.71317 -1.22233 -0.30561
H -1.39020 1.75379 2.73375
H -1.98438 1.20854 1.32338
H 0.22107 0.97047 1.05744
H 1.45343 2.04436 2.55303
H 1.63998 3.20767 1.25754
H -0.72612 4.17127 2.55150
H 0.88852 4.86250 2.50802
H 2.47122 4.27567 3.82376
H 2.14392 2.73812 4.62756
H 5.67508 5.93313 6.83532
H -1.25511 2.83351 -0.53684
H 0.31948 3.56595 -0.40451
H 2.06888 1.66360 -0.36231
H 3.08309 0.87792 -2.73425
H 1.78923 2.01626 -3.33043
H 0.03006 -1.14048 0.37805
H -0.33402 -1.92563 -0.99510
H 3.21862 -0.51333 0.12274
C -0.84031 0.29108 -4.07034
O -1.66258 0.43290 -5.23395
C -1.12012 1.18063 -6.19353
O -0.04233 1.71800 -6.15149
O -1.98320 1.23358 -7.21553
C -1.53231 2.00982 -8.32691
H -1.37877 -0.33095 -3.36002
H 0.09907 -0.20109 -4.32299
H -0.65488 1.25927 -3.61138
H -0.62010 1.58771 -8.74609
H -1.37403 3.04664 -8.03332
H -2.31470 1.97459 -9.08168
C -7.77716 4.94070 -6.33743
O -7.15836 4.09997 -7.31085
C -6.40483 3.12352 -6.79381
O -6.22338 2.91768 -5.62111
O -5.89043 2.41949 -7.80361
C -5.05343 1.33155 -7.39749
H -8.35540 5.68592 -6.87815
H -8.45025 4.36487 -5.70348
H -7.02595 5.44813 -5.73350
H -5.61950 0.61140 -6.80750
H -4.19777 1.69384 -6.83807
H -4.69794 0.83911 -8.29936
C 3.15086 -3.79124 0.87999
O 3.13224 -4.68384 1.99704
C 2.45090 -4.22294 3.04788
O 1.88177 -3.16108 3.11123
O 2.50892 -5.13978 4.01561
C 1.81581 -4.77867 5.21229
H 3.72834 -4.26855 0.09147
H 2.14276 -3.61181 0.51381
H 3.63162 -2.85561 1.14591
H 0.75311 -4.64020 5.01562
H 2.24538 -3.87729 5.64815
H 1.93608 -5.59846 5.91605
C 3.32048 -5.21595 -3.17318
O 2.13025 -4.42757 -3.16039
C 1.10629 -4.96349 -3.82857
O 1.11467 -6.01500 -4.41416
O 0.06758 -4.12536 -3.73320
C -1.10996 -4.57099 -4.40804
H 4.06973 -4.67379 -2.60125
H 3.14776 -6.18214 -2.70038
H 3.68369 -5.34830 -4.19138
H -1.46187 -5.51210 -3.98729
H -0.92448 -4.67662 -5.47600
H -1.87327 -3.81119 -4.25777
C -3.24374 -7.57227 4.29051
O -4.02463 -6.65800 5.06119
C -3.36423 -5.56621 5.45357
O -2.21106 -5.31248 5.21315
O -4.20397 -4.80456 6.15850
C -3.62911 -3.59195 6.64696
H -3.88879 -8.40930 4.03563
H -2.89704 -7.10227 3.37109
H -2.39983 -7.94228 4.87126
H -3.29770 -2.96333 5.82144
H -2.80060 -3.80332 7.32173
H -4.40589 -3.06783 7.19789
```

Output
E_tot, Ha: -3836.832678
Structure (SMILES): N[C@H](CCOCC(F)(F)C(F)(F)C(F)(F)C(F)F)CO[C@H](CC(=O)F)P(N)O.COC(=O)OC.COC(=O)OC.COC(=O)OC.COC(=O)OC.COC(=O)OC
Gap between HOMO and LUMO, eV: 8.8
Total charge: 0

---

C20H20BF7N2O18 | the ωB97M-V functional and the def2-TZVPD basis

Geometry as XYZ:
```
68
C20H20BF7N2O18 | the OMol25 dataset | the ωB97M-V functional and the def2-TZVPD basis
C 1.89903 -2.80160 2.11906
C 1.34648 -3.00741 0.58978
F 1.78047 -4.35403 0.20414
B -0.29502 -2.83026 0.49995
N -0.87487 -1.65454 -0.23893
C -0.44756 -0.56957 0.37738
O -0.44104 0.58592 0.87870
C -1.24471 -3.96784 1.18243
O -1.01653 -5.18081 0.82829
N -2.36204 -3.74153 2.14382
C -3.46808 -2.95058 1.57130
O -3.36589 -1.69062 1.51354
F -4.71217 -3.52906 1.10963
H 2.02995 -1.65963 2.25618
H 1.12242 -3.24641 2.83756
H 2.90216 -3.33478 2.27993
H 1.89100 -2.28998 -0.14921
H -2.05567 -3.31671 3.03277
O 2.33982 1.05519 -1.98152
C 1.99661 2.18157 -1.74366
O 0.69772 2.59365 -1.70717
C 0.71347 3.94262 -1.26502
C 2.09344 4.38355 -1.62839
F 2.55573 5.30604 -0.75104
O 2.85855 3.20476 -1.48444
H 0.53018 3.97293 -0.18656
H -0.05680 4.52956 -1.76801
H 2.19010 4.76257 -2.65023
O 5.00269 -2.57266 2.95271
C 5.30139 -1.69980 2.17969
O 5.31219 -1.84872 0.82424
C 5.58583 -0.56689 0.27788
C 6.28191 0.12057 1.40785
F 6.02629 1.44977 1.39892
O 5.67782 -0.44479 2.55298
H 4.64496 -0.08065 0.00296
H 6.21291 -0.64507 -0.61188
H 7.36236 -0.04912 1.44057
O -1.78126 7.07842 -3.62918
C -2.11179 6.94219 -2.48392
O -1.57637 6.01509 -1.63892
C -2.13364 6.26602 -0.35754
C -3.40170 6.98092 -0.69391
F -3.72497 7.87550 0.26905
O -3.07264 7.68864 -1.87174
H -1.44214 6.88244 0.22457
H -2.31178 5.33411 0.18224
H -4.25224 6.32044 -0.88737
O -1.26478 -10.29182 5.29237
C -0.96359 -9.42227 4.52373
O -0.95020 -9.57011 3.16761
C -0.67343 -8.28860 2.62358
C 0.02176 -7.60246 3.75462
F -0.23163 -6.27146 3.74578
O -0.58522 -8.16663 4.89806
H -1.61276 -7.80109 2.34695
H -0.04470 -8.36744 1.73504
H 1.10185 -7.77390 3.78911
O -3.01792 3.17802 -1.92232
C -3.20670 3.35484 -3.09509
O -2.53867 4.27679 -3.84571
C -2.95170 4.08100 -5.18927
C -4.27863 3.41450 -5.02268
F -4.52317 2.55794 -6.04165
O -4.11873 2.66578 -3.83560
H -2.22283 3.44865 -5.70449
H -3.02694 5.03216 -5.71920
H -5.11862 4.10668 -4.91032
```

Output
E_tot, Ha: -2961.845037
Structure (SMILES): C[C@@H](F)B(N=C=O)C(=O)NC(=O)F.O=C1OC[C@@H](F)O1.O=C1OC[C@@H](F)O1.O=C1OC[C@@H](F)O1.O=C1OC[C@@H](F)O1.O=C1OC[C@@H](F)O1
Gap between HOMO and LUMO, eV: 9.2
Total charge: 0

---

C7H9F | the ωB97M-V functional and the def2-TZVPD basis

Geometry as XYZ:
```
17
C7H9F | the OMol25 dataset | the ωB97M-V functional and the def2-TZVPD basis
C 0.20983 2.02922 0.00816
C -0.38165 0.84102 0.14975
C -1.87959 0.64382 0.04039
C -2.01440 -0.89131 -0.20411
C -0.61687 -1.46499 -0.03806
C 0.22522 -0.48623 0.25875
C 1.69723 -0.65835 0.47651
F 2.40083 -0.06324 -0.56809
H 1.27789 2.17004 -0.04508
H -0.41208 2.92762 -0.03258
H -2.41914 1.04294 0.96920
H -2.15781 1.21074 -0.84140
H -2.75739 -1.31220 0.48961
H -2.30259 -1.04347 -1.29287
H -0.31188 -2.48597 -0.31071
H 2.02804 -0.29737 1.46811
H 2.00880 -1.72226 0.56018
```

Output
E_tot, Ha: -371.940867
Structure (SMILES): C=C1CCC=C1CF
Relative energy (zero: lowest compared OMol25 entry of this formula, charge and spin), kcal/mol: 9.33
Gap between HOMO and LUMO, eV: 9.6
Total charge: 0

---

C36H46BaBrF4N4O4S3 | the ωB97M-V functional and the def2-TZVPD basis

Geometry as XYZ:
```
99
C36H46BaBrF4N4O4S3 | the OMol25 dataset | the ωB97M-V functional and the def2-TZVPD basis
Ba -0.06472 1.25716 -0.49860
C -2.90734 -0.31685 1.46289
C -2.62344 1.15513 1.19282
N -1.44360 1.62085 1.92234
C -1.58529 1.53716 3.37545
C -2.80520 2.26147 3.94841
C -0.92536 2.95640 1.54453
C 0.63314 3.05646 1.67715
N 1.31080 3.10841 0.39362
C 1.91115 4.20112 -0.09080
C 2.30374 4.15222 -1.45642
F 1.99473 3.02523 -2.14494
C 2.95073 5.16926 -2.10397
F 3.26923 5.01922 -3.40518
C 3.27955 6.35363 -1.46076
C 2.91119 6.43766 -0.13520
F 3.20676 7.56004 0.55827
C 2.25855 5.42232 0.53220
F 1.97363 5.63037 1.84676
H -3.62248 -0.69898 0.73364
H -3.32413 -0.48305 2.45777
H -1.98883 -0.90735 1.39080
H -3.51689 1.75974 1.38847
H -2.45660 1.28456 0.11653
H -0.66562 1.93532 3.80928
H -1.62853 0.48307 3.66364
H -2.93782 3.24524 3.49751
H -2.69289 2.39303 5.02565
H -3.72131 1.69494 3.77312
H -1.40268 3.74456 2.13275
H -1.21828 3.19100 0.51560
H 0.97056 2.15353 2.21150
H 0.86169 3.89565 2.33037
H 3.78669 7.15927 -1.96692
O -2.36598 1.50206 -4.75952
C -2.05987 0.18104 -4.86263
C -3.03767 -0.63682 -5.42796
C -2.82178 -1.99403 -5.59216
C -1.61762 -2.55579 -5.18669
C -0.63856 -1.73679 -4.64781
C -0.82822 -0.36851 -4.48869
C 0.28185 0.47063 -3.86728
O 0.37032 0.29083 -2.53425
N 1.56504 0.06851 -4.59900
N 2.73733 0.54537 -4.03971
C 3.14903 0.04937 -2.94301
C 2.61213 -1.11584 -2.21239
Br 2.54157 -0.85324 -0.29764
C 2.33715 -2.29194 -2.75435
C 1.68056 -3.44745 -2.11151
C 0.44688 -3.28201 -1.48365
C -0.20539 -4.36924 -0.92180
C 0.36131 -5.63524 -0.98288
C 1.58024 -5.81249 -1.62411
C 2.23024 -4.72502 -2.19139
H -2.19637 1.87454 -3.87268
H -3.97176 -0.17381 -5.71990
H -3.59567 -2.61288 -6.02986
H -1.44017 -3.61846 -5.29633
H 0.31776 -2.14929 -4.35213
H 0.10952 1.53020 -4.11853
H 1.50828 0.53878 -5.49479
H 4.05557 0.49544 -2.54269
H 2.52178 -2.35735 -3.82327
H -0.00249 -2.29494 -1.48912
H -1.17041 -4.23142 -0.44878
H -0.15083 -6.48294 -0.54540
H 2.02402 -6.79811 -1.68530
H 3.17998 -4.86217 -2.69456
C 1.43874 -1.54704 7.03524
C 1.61469 -1.85860 5.55183
C 0.44460 -1.34031 4.73226
S 0.79179 -1.06932 2.96354
O 2.09621 -0.33883 2.88245
C 1.09396 -2.79604 2.44207
C 2.53931 -3.25187 2.59495
C 2.84179 -4.42394 1.66691
H 2.27045 -1.94129 7.61964
H 0.51671 -1.98451 7.42427
H 1.39334 -0.46932 7.19993
H 1.71616 -2.93601 5.41299
H 2.53142 -1.39767 5.17715
H 0.14459 -0.34745 5.07732
H -0.43707 -1.98467 4.77782
H 0.81709 -2.80786 1.38567
H 0.37810 -3.42704 2.97409
H 2.74739 -3.52693 3.62915
H 3.19021 -2.40837 2.35907
H 2.18132 -5.27068 1.86726
H 3.87174 -4.76147 1.78860
H 2.69996 -4.13239 0.62518
C -5.73667 1.94771 -1.26885
O -4.38575 2.10465 -1.68600
C -3.66480 3.14245 -1.20551
S -4.31884 4.23881 -0.13559
S -2.14391 3.29485 -1.96960
H -6.09663 1.06380 -1.79197
H -6.33108 2.82061 -1.53701
H -5.80375 1.80996 -0.18934
```

Output
E_tot, Ha: -6112.934663
Relative energy (zero: lowest compared OMol25 entry of this formula, charge and spin), kcal/mol: 40.66
Gap between HOMO and LUMO, eV: 6.0
Total charge: -1